The following is a DFT calculation (ωB97M-V/def2-TZVPD) of a molecular structure, C7H3BF4NO5S4W in a non-equilibrium geometry.

Geometry (Å):
W 1.446 0.890 -0.024
O -4.073 -1.729 0.497
C -2.869 -1.107 0.435
C -1.901 -1.286 1.431
C -0.676 -0.644 1.283
N -0.407 0.125 0.213
C -1.336 0.302 -0.752
C -2.598 -0.286 -0.658
C -0.773 1.124 -1.856
O -1.381 1.480 -2.850
O 0.495 1.408 -1.581
C 0.517 -0.719 2.180
O 0.559 -1.341 3.228
O 1.494 -0.002 1.663
H -4.106 -2.305 1.271
H -2.065 -1.906 2.298
H -3.332 -0.127 -1.427
S 3.561 1.954 -0.380
S 3.268 3.983 -0.018
S 1.252 4.196 -0.306
S 0.534 2.881 1.130
F 3.068 -2.511 -1.740
B 2.506 -1.437 -1.185
F 2.403 -0.334 -2.061
F 3.214 -0.950 -0.064
F 1.201 -1.655 -0.727

Results
Gap between HOMO and LUMO (alpha / beta) (eV): 6.048 / 5.992
HOMO energy (alpha / beta) (eV): -4.46 / -4.39
Net charge: -1

These are the Löwdin partial charges, in e, on atoms 1 to 2: number 1, W, carries 1.216; number 2, O, carries 0.066

---

The following is a DFT calculation (ωB97M-V/def2-TZVPD) of 2 unconnected molecules or ions with the total composition C6H8 in a non-equilibrium geometry.

Geometry (Å):
C -0.945 0.418 -1.804
C -0.212 0.758 -0.742
C -0.283 -0.631 -0.150
C -1.099 -1.050 -1.376
H -1.491 0.918 -2.537
H 0.117 1.699 -0.345
H -0.850 -0.602 0.690
H 0.738 -1.204 -0.095
H -0.540 -1.792 -2.015
H -2.172 -1.219 -1.219
C 2.276 0.733 2.305
C 1.089 0.497 2.404
H 3.055 1.122 1.732
H 0.317 0.354 3.152

Results
SMILES: C1=CCC1.C#C
Gap between HOMO and LUMO (eV): 10.466
HOMO energy (eV): -9.28
Net charge: 0

These are the Löwdin partial charges, in e, on atoms 1 to 2: number 1, C, carries -0.092; number 2, C, carries -0.097

---

The following is a DFT calculation (ωB97M-V/def2-TZVPD) of 8 unconnected molecules or ions with the total composition C30H49F7N8OP in a non-equilibrium geometry.

Geometry (Å):
C 3.480 1.897 1.479
C 2.528 2.186 0.370
C 0.975 1.886 0.213
N 0.347 0.620 0.806
O -0.929 0.897 0.437
C -2.005 0.156 0.943
C -3.075 1.084 1.842
C -3.610 0.269 3.192
C -4.405 1.535 0.996
C -4.399 3.155 0.585
C -4.492 4.101 1.927
C -3.127 3.478 -0.398
P 0.267 0.677 2.629
C 0.640 2.475 3.272
C 1.617 -0.372 3.463
C 1.401 -0.173 5.110
C 0.880 -0.678 0.267
F 2.367 -0.883 0.464
F 0.361 -1.887 1.029
C 0.595 -1.078 -1.272
F 1.012 -2.536 -1.358
F -0.851 -1.139 -1.686
C 1.396 -0.355 -2.466
F 2.665 0.315 -2.167
F 0.450 0.587 -3.174
F 1.708 -1.412 -3.501
H 3.769 2.778 2.232
H 3.912 0.810 1.622
H 3.055 2.732 -0.558
H 0.717 1.830 -0.954
H 0.368 2.863 0.544
H -2.686 -0.172 0.012
H -1.869 -0.823 1.551
H -2.530 2.053 2.206
H -3.378 0.944 4.148
H -3.061 -0.748 3.373
H -4.759 0.046 3.177
H -5.425 1.388 1.594
H -4.559 0.942 -0.021
H -5.415 3.306 -0.021
H -4.822 3.417 2.848
H -3.444 4.600 2.135
H -5.339 4.930 1.811
H -2.269 3.914 0.276
H -3.507 4.222 -1.228
H -2.819 2.469 -0.930
H 0.090 2.500 4.334
H 0.119 3.312 2.646
H 1.768 2.656 3.516
H 1.508 -1.546 3.293
H 2.721 -0.099 3.227
H 0.280 0.189 5.307
H 1.530 -1.169 5.712
H 2.085 0.712 5.480
C -7.611 4.807 -2.539
C -7.044 5.232 -1.248
N -6.597 5.567 -0.228
H -8.702 4.888 -2.548
H -7.233 5.417 -3.366
H -7.362 3.764 -2.766
C 3.367 -2.302 -5.621
C 4.376 -2.546 -6.666
N 5.173 -2.740 -7.491
H 3.615 -2.822 -4.690
H 3.281 -1.236 -5.383
H 2.374 -2.645 -5.929
C 5.252 -5.353 -10.020
C 6.001 -6.106 -11.040
N 6.592 -6.701 -11.846
H 4.233 -5.126 -10.351
H 5.171 -5.913 -9.082
H 5.736 -4.399 -9.785
C 3.330 -3.276 7.679
C 3.537 -1.824 7.807
N 3.701 -0.676 7.909
H 2.297 -3.559 7.908
H 3.543 -3.627 6.664
H 3.977 -3.839 8.359
C -0.319 6.687 4.835
C -0.880 5.342 4.627
N -1.323 4.279 4.463
H -0.319 7.273 3.910
H -0.891 7.254 5.577
H 0.716 6.643 5.190
C 1.230 -6.980 -9.311
C 1.437 -5.527 -9.182
N 1.601 -4.380 -9.081
H 0.197 -7.262 -9.082
H 1.443 -7.330 -10.326
H 1.877 -7.543 -8.631
C 0.212 -4.523 3.068
C 0.778 -4.098 4.359
N 1.226 -3.762 5.379
H -0.880 -4.441 3.059
H 0.589 -3.913 2.241
H 0.460 -5.565 2.841

Results
Gap between HOMO and LUMO (eV): 7.157
HOMO energy (eV): -11.39
Net charge: +1

These are the Löwdin partial charges, in e, on atoms 1 to 2: number 1, C, carries -0.013; number 2, C, carries -0.133

---

The following is a DFT calculation (ωB97M-V/def2-TZVPD) of C4H6O2 in the gas phase.

Geometry (Å):
O -1.151 2.186 0.290
C -0.447 1.238 0.486
C -0.093 0.112 1.370
C 0.659 0.381 0.030
C 0.373 -0.556 -1.131
O -1.012 -0.790 -1.288
H -0.733 -0.768 1.429
H 0.413 0.342 2.303
H 1.683 0.747 0.106
H 0.926 -1.500 -0.999
H 0.707 -0.094 -2.065
H -1.325 -1.297 -0.529

Results
SMILES: O=C1C[C@H]1CO
Gap between HOMO and LUMO (eV): 10.023
HOMO energy (eV): -9.27
Net charge: 0

These are the Löwdin partial charges, in e, on atoms 1 to 2: number 1, O, carries 0.135; number 2, C, carries -0.366

---

The following is a DFT calculation (ωB97M-V/def2-TZVPD) of 3 unconnected molecules or ions with the total composition C28H50B2ClN5O7 in a non-equilibrium geometry.

Geometry (Å):
C 4.226 3.324 -1.167
C 5.163 2.602 -2.302
B 4.357 2.008 -3.604
O 4.712 2.571 -4.954
C 3.220 0.817 -3.601
C 3.573 -0.139 -4.928
N 3.899 -0.966 -5.900
B 3.297 -0.204 -2.302
O 3.030 -1.658 -2.564
O 3.559 0.186 -0.903
C 1.677 1.413 -3.854
Cl 1.803 3.251 -3.625
C 1.357 1.146 -5.441
N 0.781 0.765 -6.563
N 0.781 0.699 -2.880
C 0.190 1.587 -1.821
C -1.123 2.558 -1.941
O 0.851 1.628 -0.630
C -0.195 -0.250 -3.513
C -1.630 0.103 -4.220
O 0.128 -1.573 -3.459
H 4.796 3.261 -0.120
H 3.985 4.451 -1.380
H 3.184 2.759 -1.141
H 5.870 1.755 -1.891
H 5.894 3.452 -2.713
H 4.272 3.468 -5.073
H 3.912 -2.133 -2.745
H 4.544 0.087 -0.665
H -1.081 3.496 -1.225
H -2.155 1.995 -1.736
H -1.162 2.954 -3.064
H -1.575 1.138 -4.812
H -1.927 -0.774 -4.964
H -2.452 0.245 -3.399
C -4.885 -2.652 1.231
C -5.119 -1.208 0.715
C -6.605 -0.806 0.902
C -7.543 -1.458 -0.104
C -7.068 -1.213 -1.534
C -5.593 -1.637 -1.764
N -4.662 -1.100 -0.712
O -4.465 0.268 -0.984
C -5.511 -3.187 -1.820
C -5.170 -1.210 -3.209
C -4.259 -0.347 1.702
H -5.538 -3.398 0.784
H -3.847 -2.963 1.066
H -5.075 -2.718 2.309
H -6.710 0.284 0.813
H -6.940 -1.057 1.916
H -7.629 -2.531 0.096
H -8.553 -1.045 0.017
H -7.729 -1.750 -2.226
H -7.192 -0.146 -1.764
H -4.474 -3.534 -1.748
H -5.912 -3.572 -2.767
H -6.102 -3.685 -1.052
H -5.283 -0.133 -3.384
H -5.793 -1.704 -3.965
H -4.129 -1.485 -3.412
H -3.191 -0.575 1.599
H -4.538 -0.550 2.743
H -4.396 0.730 1.555
C 3.447 1.275 2.383
C 2.719 -0.008 2.864
C 1.518 0.366 3.772
C 1.927 0.815 5.167
C 2.836 -0.218 5.830
C 4.067 -0.588 4.961
N 3.699 -0.922 3.542
O 3.131 -2.212 3.548
C 5.087 0.584 4.995
C 4.844 -1.750 5.666
C 2.149 -0.600 1.530
H 3.770 1.933 3.186
H 4.323 1.023 1.774
H 2.786 1.890 1.760
H 0.845 -0.497 3.873
H 0.921 1.158 3.303
H 2.419 1.791 5.123
H 1.029 0.955 5.784
H 3.162 0.169 6.804
H 2.243 -1.117 6.044
H 5.854 0.467 4.221
H 5.610 0.628 5.959
H 4.628 1.566 4.889
H 4.221 -2.637 5.833
H 5.201 -1.442 6.656
H 5.721 -2.049 5.080
H 2.957 -0.902 0.853
H 1.540 0.143 1.001
H 1.496 -1.465 1.695

Results
Gap between HOMO and LUMO (alpha / beta) (eV): 7.722 / 8.272
2S+1: 3
⟨S²⟩: 2.01
HOMO energy (alpha / beta) (eV): -8.87 / -9.42
Net charge: 0

These are the Löwdin partial charges, in e, on atoms 1 to 2: number 1, C, carries -0.140; number 2, C, carries -0.160

---

The following is a DFT calculation (ωB97M-V/def2-TZVPD) of 5 unconnected molecules or ions with the total composition C17H21Br4F2NO2 in a non-equilibrium geometry.

Geometry (Å):
C 16.445 4.063 25.866
N 17.102 2.867 25.230
O 17.259 1.834 25.888
O 17.323 2.931 24.051
H 16.066 4.787 25.146
H 17.236 4.466 26.499
H 15.707 3.713 26.588
Br 14.892 9.009 22.179
C 15.732 7.202 22.495
C 16.428 6.776 21.214
Br 16.773 4.821 21.298
H 14.871 6.564 22.696
H 16.416 7.102 23.338
H 17.387 7.284 21.112
H 15.852 6.899 20.297
Br 19.719 1.379 19.309
C 19.568 2.751 20.814
C 20.967 2.795 21.415
Br 21.098 4.011 22.972
H 18.916 2.366 21.597
H 19.105 3.687 20.503
H 21.723 2.923 20.640
H 21.075 1.787 21.817
F 12.456 15.521 19.785
C 13.449 14.585 19.807
C 13.423 13.493 20.738
C 14.363 12.480 20.777
C 15.524 12.659 19.990
C 15.614 13.787 19.061
C 14.607 14.773 19.023
H 12.587 13.393 21.414
H 14.168 11.651 21.441
H 16.413 12.046 20.005
H 16.471 13.794 18.404
H 14.704 15.451 18.187
F 16.905 7.934 18.635
C 16.816 7.210 17.481
C 17.040 5.816 17.494
C 16.848 5.080 16.275
C 16.574 5.807 15.089
C 16.463 7.198 15.110
C 16.603 7.885 16.277
H 17.330 5.286 18.389
H 16.906 4.001 16.298
H 16.345 5.426 14.105
H 16.464 7.626 14.118
H 16.730 8.957 16.293

Results
Gap between HOMO and LUMO (alpha / beta) (eV): 6.364 / 2.508
2S+1: 2
⟨S²⟩: 0.77
HOMO energy (alpha / beta) (eV): -11.21 / -11.21
Net charge: +1

These are the Löwdin partial charges, in e, on atoms 1 to 2: number 1, C, carries 0.052; number 2, N, carries -0.435

---

| no. | DFT total energy (Ha) |
| --- | --- |
| 1 | -2784.13575 |
| 2 | -233.23304 |
| 3 | -2725.28981 |
| 4 | -306.41901 |
| 5 | -2406.83240 |
| 6 | -11360.92146 |